<w>
C3H9NO in the gas phase, computed with ωB97M-V with the def2-TZVPD basis set.

Net charge ... 0

Atoms and positions in Å:
C (1.587, 0.804, 0.557)
C (0.121, 0.607, -0.054)
N (-0.890, 0.544, 0.985)
C (0.196, -0.681, -0.848)
O (-1.042, -1.391, -0.881)
H (1.820, 0.402, 1.561)
H (2.437, 0.469, -0.022)
H (1.554, 1.890, 0.624)
H (-0.009, 1.537, -0.603)
H (-1.412, 1.404, 0.970)
H (-0.799, 0.154, 1.905)
H (0.411, -0.539, -1.925)
H (0.967, -1.337, -0.351)
H (-1.475, -1.293, -0.029)

Results of the Mulliken charge analysis, in e, for atoms 1 through 2:
1 C -1.303
2 C 0.556

<x>
2 unconnected molecules or ions with the total composition C3H9NO, computed with ωB97M-V with the def2-TZVPD basis set.

Net charge ... 0

Atoms and positions in Å:
C (1.438, 2.710, 0.950)
C (0.818, 1.955, 0.039)
N (0.636, 0.598, 0.260)
C (0.164, -0.358, -0.728)
H (2.075, 2.276, 1.715)
H (1.527, 3.781, 0.854)
H (0.335, 2.290, -0.869)
H (1.179, 0.174, 0.993)
H (-0.584, 0.083, -1.378)
H (0.906, -0.849, -1.373)
H (-0.332, -1.117, -0.115)
O (-2.341, -3.617, -0.328)
H (-2.309, -3.606, 0.629)
H (-3.001, -4.204, -0.702)

Results of the Mulliken charge analysis, in e, for atoms 1 through 2:
1 C -0.875
2 C 0.154

<y>
A molecular structure, C3H9NO, computed with ωB97M-V with the def2-TZVPD basis set.

Net charge ... 0

Atoms and positions in Å:
C (-2.110, -0.259, 0.310)
C (1.258, -1.037, -0.340)
C (1.078, 1.298, 0.148)
N (0.681, -0.056, 0.486)
O (-0.863, -0.172, -0.333)
H (-2.612, -1.170, -0.045)
H (-2.126, -0.263, 1.406)
H (-2.756, 0.579, 0.014)
H (1.054, 1.498, -0.929)
H (1.236, -2.035, 0.102)
H (2.217, -0.811, -0.818)
H (0.411, -1.041, -1.153)
H (2.106, 1.459, 0.496)
H (0.426, 2.011, 0.656)

Results of the Mulliken charge analysis, in e, for atoms 1 through 2:
1 C -0.676
2 C -0.704

Relative energy table, unit eV: <w> 0.000; <x> 0.230; <y> 2.873

<w>
A gas-phase ion, C2H3NO3P (charge -1), computed with ωB97M-V with the def2-TZVPD basis set.

Net charge ... -1

Atoms and positions in Å:
N (-1.162, -0.418, 2.631)
C (-0.754, -0.089, 1.518)
C (-0.824, -0.081, 0.211)
O (-1.578, 0.528, -0.562)
O (0.578, -0.572, -0.308)
P (1.262, 0.644, -0.967)
O (1.905, -0.239, -2.310)
H (-0.961, 0.315, 3.378)
H (0.034, 1.056, -1.483)
H (1.500, -1.143, -2.107)

Results of the Mulliken charge analysis, in e, for atoms 1 through 2:
1 N -0.673
2 C 0.498

<x>
A gas-phase ion, C2H3NO3P (charge -1), computed with ωB97M-V with the def2-TZVPD basis set.

Net charge ... -1

Atoms and positions in Å:
C (-0.395, -1.072, -1.158)
C (-0.582, -0.660, 0.109)
P (0.796, 0.276, 0.989)
O (2.076, 0.082, 0.372)
O (0.529, 0.162, 2.456)
N (-0.132, 1.711, 0.533)
O (0.221, 2.430, -0.392)
H (-1.371, -1.418, -1.522)
H (0.389, -0.837, -1.882)
H (-1.530, -0.674, 0.495)

Results of the Mulliken charge analysis, in e, for atoms 1 through 2:
1 C -0.556
2 C -0.531

Relative energy table, unit eV: <w> 0.867; <x> 0.000

<w>
2 unconnected molecules or ions with the total composition C4H12NO2, computed with ωB97M-V with the def2-TZVPD basis set.

Expectation value of S² ... 0.75
Multiplicity ... 2
Net charge ... 0

Atoms and positions in Å:
C (-0.792, 0.165, 1.013)
N (0.171, 1.278, 0.777)
C (-0.095, 2.161, -0.356)
O (-0.482, 1.553, -1.463)
C (0.055, -1.085, 1.454)
C (0.067, -2.161, 0.365)
H (-1.373, -0.068, 0.127)
H (-1.364, 0.548, 1.860)
H (1.121, 0.954, 0.779)
H (0.857, 2.727, -0.569)
H (-0.742, 3.024, -0.105)
H (1.039, -0.812, 1.830)
H (-0.562, -1.489, 2.269)
H (0.676, -1.868, -0.491)
H (-0.901, -2.300, -0.115)
H (0.320, -3.111, 0.809)
H (1.401, 0.339, -3.029)
H (0.004, 0.327, -2.275)
O (0.600, -0.183, -2.881)

Results of the Mulliken charge analysis, in e, for atoms 1 through 2:
1 C -0.415
2 N -0.382

<x>
2 unconnected molecules or ions with the total composition C4H12NO2, computed with ωB97M-V with the def2-TZVPD basis set.

Expectation value of S² ... 0.75
Multiplicity ... 2
Net charge ... 0

Atoms and positions in Å:
O (-0.600, -1.367, 2.535)
C (0.229, -1.917, 1.798)
C (0.436, -1.248, 0.361)
N (-0.255, 0.023, 0.420)
C (-1.306, 0.240, -0.668)
C (-0.735, 0.696, -1.987)
H (0.847, -2.730, 2.168)
H (1.468, -1.166, -0.042)
H (-0.174, -1.872, -0.330)
H (0.428, 0.714, 0.384)
H (-0.715, 0.071, 1.325)
H (-2.149, 0.819, -0.236)
H (-1.677, -0.889, -0.844)
H (0.219, 0.245, -2.185)
H (-0.673, 1.777, -1.964)
H (-1.404, 0.575, -2.911)
H (2.373, 2.362, 1.397)
H (2.065, 1.662, 0.000)
O (1.625, 2.006, 0.777)

Results of the Mulliken charge analysis, in e, for atoms 1 through 2:
1 O -0.738
2 C -0.433

<y>
2 unconnected molecules or ions with the total composition C4H12NO2, computed with ωB97M-V with the def2-TZVPD basis set.

Expectation value of S² ... 0.75
Multiplicity ... 2
Net charge ... 0

Atoms and positions in Å:
C (0.377, 0.601, 1.105)
C (-0.383, 0.141, -0.132)
C (-0.190, 1.066, -1.347)
C (1.303, 1.072, -1.787)
O (2.070, 0.303, -1.287)
N (-1.813, -0.332, 0.145)
H (0.453, 1.747, 1.144)
H (1.389, 0.215, 1.002)
H (0.084, 0.145, 2.041)
H (0.189, -0.757, -0.347)
H (-0.467, 2.080, -1.032)
H (-0.872, 0.710, -2.146)
H (1.536, 1.832, -2.554)
H (-2.309, 0.320, 0.811)
H (-1.733, -1.247, 0.581)
H (-2.456, -0.369, -0.758)
H (1.612, -2.333, 1.939)
H (0.438, -3.005, 1.119)
O (0.769, -2.187, 1.503)

Results of the Mulliken charge analysis, in e, for atoms 1 through 2:
1 C -1.352
2 C 0.092

Relative energy table, unit eV: <w> 0.000; <x> 1.068; <y> 1.965

<w>
C4H5NS in the gas phase, computed with ωB97M-V with the def2-TZVPD basis set.

Expectation value of S² ... 2.04
Multiplicity ... 3
Net charge ... 0

Atoms and positions in Å:
C (0.420, -0.100, -0.560)
C (-0.075, 1.147, -0.316)
C (-0.108, -1.375, 0.071)
C (-1.221, 1.682, 0.241)
N (0.303, -1.914, 1.091)
S (-2.796, 1.195, 0.227)
H (1.273, -0.286, -1.233)
H (0.472, 2.032, -0.749)
H (-1.153, -1.737, -0.303)
H (1.143, -1.464, 1.625)
H (-3.045, 0.203, -0.692)

Results of the Mulliken charge analysis, in e, for atoms 1 through 2:
1 C -0.425
2 C 0.116

<x>
A molecular structure, C4H5NS, computed with ωB97M-V with the def2-TZVPD basis set.

Expectation value of S² ... 2.01
Multiplicity ... 3
Net charge ... 0

Atoms and positions in Å:
C (-1.228, -0.296, -0.292)
C (0.893, -0.912, -0.769)
C (0.128, -0.025, -0.017)
C (0.432, 1.102, 0.942)
N (-1.482, -1.298, -1.103)
S (-0.135, -1.910, -1.650)
H (-1.937, 0.163, 0.378)
H (1.990, -1.098, -0.753)
H (0.086, 2.008, 0.361)
H (-0.318, 1.190, 1.761)
H (1.570, 1.075, 1.141)

Results of the Mulliken charge analysis, in e, for atoms 1 through 2:
1 C -0.331
2 C -0.499

Relative energy table, unit eV: <w> 0.330; <x> 0.000

<w>
A gas-phase ion, C4H7ClNO (charge +1), computed with ωB97M-V with the def2-TZVPD basis set.

Net charge ... +1

Atoms and positions in Å:
C (-0.074, -0.415, -1.938)
C (-0.745, -0.450, -0.517)
C (0.471, 0.030, 0.365)
C (0.140, 0.248, 1.826)
Cl (-0.162, -1.100, 2.838)
N (0.230, 1.339, 2.400)
O (0.416, 2.433, 2.739)
H (0.993, -0.741, -1.797)
H (-0.597, -0.981, -2.685)
H (-0.128, 0.657, -2.309)
H (-1.576, 0.308, -0.618)
H (-1.092, -1.485, -0.361)
H (0.729, 0.860, -0.239)
H (1.395, -0.702, 0.294)

Results of the Mulliken charge analysis, in e, for atoms 1 through 2:
1 C -1.138
2 C -0.232

<x>
2 unconnected molecules or ions with the total composition C4H7ClNO, computed with ωB97M-V with the def2-TZVPD basis set.

Net charge ... +1

Atoms and positions in Å:
C (-3.174, 0.818, 0.734)
C (0.067, 0.950, -0.785)
C (-0.613, -0.260, -1.447)
C (-0.778, 0.003, -0.061)
N (-0.225, -0.795, 0.999)
O (-3.419, 1.487, 1.683)
Cl (-3.987, 0.230, -0.523)
H (1.185, 0.829, -0.817)
H (-0.372, 1.938, -1.052)
H (-1.409, -0.196, -2.092)
H (-0.063, -1.197, -1.578)
H (0.836, -0.940, 0.912)
H (-0.569, -1.774, 1.087)
H (-0.373, -0.221, 1.897)

Results of the Mulliken charge analysis, in e, for atoms 1 through 2:
1 C 0.557
2 C -0.582

Relative energy table, unit eV: <w> 0.362; <x> 0.000

<w>
A molecular structure, C5H6NO, computed with ωB97M-V with the def2-TZVPD basis set.

Net charge ... +1

Atoms and positions in Å:
C (-2.283, 0.425, 1.083)
C (-1.689, -0.143, -0.055)
C (-0.429, -0.146, 0.383)
C (1.427, 0.035, -1.342)
C (0.999, -0.274, 0.173)
N (-2.232, 0.778, 2.261)
O (-0.914, 0.481, 2.076)
H (-2.072, -0.403, -1.042)
H (1.445, 1.080, -1.398)
H (0.758, -0.460, -2.044)
H (2.332, -0.465, -1.414)
H (1.412, 0.443, 0.854)
H (1.246, -1.352, 0.465)

Results of the Mulliken charge analysis, in e, for atoms 1 through 2:
1 C 0.394
2 C -0.249

<x>
A gas-phase ion, C5H6NO (charge +1), computed with ωB97M-V with the def2-TZVPD basis set.

Net charge ... +1

Atoms and positions in Å:
C (2.883, 1.036, 0.206)
C (1.828, 0.541, -0.083)
C (0.837, -0.332, -0.019)
O (1.146, -1.929, -0.271)
N (-0.494, -0.070, 0.017)
C (-0.948, 1.057, -0.452)
C (-1.469, -1.055, 0.375)
H (3.771, 1.637, 0.293)
H (-2.001, 1.046, -0.597)
H (-0.445, 1.997, -0.772)
H (-0.959, -1.577, 1.240)
H (-1.663, -1.727, -0.531)
H (-2.487, -0.624, 0.593)

Results of the Mulliken charge analysis, in e, for atoms 1 through 2:
1 C -0.166
2 C -0.514

Relative energy table, unit eV: <w> 0.644; <x> 0.000